1.
Here is a single C4H6N2O2 molecule from the OMol25 dataset. Energies are from the ωB97M-V functional and the def2-TZVPD basis.

```
! RIJCOSX wB97M-V def2-TZVPD def2/J DEFGRID3
* xyz 0 1
N 0.0181 0.3927 -2.2062
C -0.5764 -1.9090 -0.0591
H -0.8642 -2.6432 -0.9122
O 0.1284 1.5798 1.1474
H -0.9672 -2.5110 0.9479
H 1.0029 -0.3094 2.0139
C 0.0148 0.6738 -0.9436
H -0.3545 2.8751 -0.5684
N -0.4403 1.7521 -0.1325
C 0.0014 0.1738 1.5579
O 0.8414 -1.7730 0.1106
H -0.7851 -0.3733 2.3481
C 0.0491 -0.5854 0.2071
H 0.2313 -0.6261 -2.0959
*
```

Results
E_LUMO (eV): 0.72
Orbital gap (eV): 10.007
Relative energy (zero: lowest compared OMol25 entry of this formula, charge and spin) (kJ/mol): 711.8


2.
Here is a 2-piece molecular cluster, C7H10 overall from the OMol25 dataset. Energies are from the ωB97M-V functional and the def2-TZVPD basis.

```
! RIJCOSX wB97M-V def2-TZVPD def2/J DEFGRID3
* xyz 0 1
H 1.9441 0.6990 -1.8233
H 0.2738 -2.0553 1.0329
H -2.7413 0.1766 1.0042
H 3.0306 0.1989 -1.8190
C 0.8383 0.1012 1.3002
H 0.2979 -1.4523 -1.5952
H -1.5708 1.4157 0.5041
C -2.0483 0.4777 0.2058
H -2.6553 0.6880 -0.6820
C 1.3069 0.9963 0.3994
H -1.6779 -1.5699 -0.3374
C 0.1672 -1.0426 0.6440
C 0.2488 -0.6875 -0.8302
H 0.8787 0.2143 2.3817
C 1.0566 0.5689 -0.9775
H 1.7556 1.9455 0.6781
C -1.1047 -0.6744 -0.0859
*
```

Results
E_LUMO (alpha / beta) (eV): -0.38 / -0.49
Orbital gap (alpha / beta) (eV): 8.278 / 7.122
Relative energy (zero: lowest compared OMol25 entry of this formula, charge and spin) (kJ/mol): 550.2


3.
Here is C40H41KN10O2SeSi as an isolated structure from the OMol25 dataset. Energies are from the ωB97M-V functional and the def2-TZVPD basis.

```
! RIJCOSX wB97M-V def2-TZVPD def2/J DEFGRID3
* xyz -2 1
C -1.4828 -3.1380 2.0883
C 0.6834 2.9014 -0.3863
H -2.2973 -4.0263 -3.3375
C 2.0361 -2.9664 1.8078
C -2.9871 -5.8778 -0.5468
N -0.3399 1.3512 -1.8562
H -0.0463 4.9173 -0.1412
H 0.7711 1.5613 7.8034
C -0.5685 5.6181 -4.8012
Se -0.7868 1.1526 3.8823
C 0.8061 1.4274 6.7216
C -1.6494 3.9728 -6.1409
H -2.0091 2.9760 -6.3566
C -2.3262 -0.8604 -4.0038
N 0.3406 2.6321 6.0735
N 1.3690 1.8994 0.1688
H -0.0453 5.8246 5.5807
C -1.8528 4.9570 -7.0801
N -2.6621 -2.1421 -4.0910
C -0.8256 6.5203 -5.8076
H -4.6672 -5.4594 3.0542
H 4.3806 -0.5347 -4.8782
C 2.9113 -4.1366 1.3882
H 6.7821 -0.3930 -4.2937
C -0.0079 4.7507 5.6163
N 2.5013 -1.7058 1.6155
O 2.1038 -2.4185 -1.0307
C -0.9544 1.0323 -3.0063
H -5.9557 -4.4723 -0.0317
N 1.0060 4.3021 1.5215
H -2.2089 5.1308 3.9729
C 4.1764 -1.4067 -1.6038
H 1.1925 4.1399 7.3593
C 6.4567 -0.9328 -2.2371
C -1.1069 -2.5234 -2.3376
C 1.8344 2.0802 1.3944
N -0.7693 -1.2432 -2.2680
H -5.1073 -6.6381 1.8069
O -0.3337 -1.0915 2.2362
H -4.8204 -3.2746 -0.6742
H -0.5014 7.5522 -5.6952
C 0.8610 -3.2465 2.4513
H -2.9172 -5.2837 -1.4597
C -1.1853 1.9378 -4.0208
H -0.7402 -3.4526 4.5959
H 5.8233 -1.4882 -0.2535
C 3.1454 -1.8466 -0.6054
H -5.4368 -3.1032 0.9666
H 2.3609 1.2418 1.8414
Si -3.6542 -4.8305 0.8662
K 0.6480 -0.8475 0.1318
C -0.6196 -2.4176 4.2617
C -1.3595 -0.3947 -3.1105
C -0.3623 -2.3427 2.7238
N -0.6288 3.9589 4.6704
C -4.2962 -6.0114 2.1879
H -1.9362 3.5799 3.1322
H 2.6916 -5.0122 2.0001
H 2.0148 3.4153 3.0857
C -1.4538 4.4437 3.5862
C -2.0382 -2.9769 -3.2597
H -1.6576 1.5976 -4.9313
C 1.6500 3.2791 2.0737
H 2.7267 -4.3815 0.3400
H 0.1543 0.6106 6.4172
H 7.5057 -0.8547 -1.9734
H 1.8221 1.1785 6.4101
H -2.8559 -0.1789 -4.6585
C -0.1405 3.6060 -2.6516
H -3.6215 -6.7437 -0.7513
H 0.2366 -1.9637 4.7636
H -3.4930 -6.6666 2.5333
C -5.1080 -3.8302 0.2214
C 0.5983 3.9235 6.4894
N 3.3918 -1.4394 0.6377
H 0.2262 4.6037 -2.4551
H 0.6774 -4.2841 2.7204
C 4.7058 -0.7589 -3.8692
C 0.5176 4.1019 0.2971
C 6.0526 -0.6640 -3.5394
C -0.4179 2.6337 4.9298
C -0.9873 4.2660 -4.9190
N -1.4636 6.2384 -6.9568
H -1.5160 -1.8459 4.5020
C 3.7782 -1.1369 -2.9103
H -2.3688 4.7125 -8.0055
C 5.5242 -1.2940 -1.2759
H -0.6074 -3.1947 -1.6457
H -0.0405 5.9641 -3.9234
H 3.9662 -3.8745 1.4929
C -2.3773 -3.7803 1.5748
H -0.8460 4.9435 2.8317
H -1.9833 -6.2372 -0.3098
H 2.7259 -1.2269 -3.1493
C 0.0454 2.6249 -1.7015
C -0.7760 3.2907 -3.8857
*
```

Results
E_LUMO (alpha / beta) (eV): 3.82 / 3.82
Orbital gap (alpha / beta) (eV): 3.976 / 5.613
Relative energy (zero: lowest compared OMol25 entry of this formula, charge and spin) (kJ/mol): 265.8


4.
Here is C28H38N11O2V as an isolated structure from the OMol25 dataset. Energies are from the ωB97M-V functional and the def2-TZVPD basis.

```
! RIJCOSX wB97M-V def2-TZVPD def2/J DEFGRID3
* xyz 2 1
C -0.9098 -0.5443 4.1485
C -0.8186 -4.2360 0.5955
H -1.9326 1.7858 -3.6855
H -2.1288 4.7881 -1.6235
N 0.5440 -3.6121 -1.7599
N -0.4945 1.0986 -2.3132
H -2.8894 3.2307 -1.9559
H -2.2696 -2.1142 0.2749
O -1.8514 -2.0800 5.6500
N -2.5299 0.6248 -0.0645
H 5.9674 1.5101 -0.2972
H -0.6458 -5.3304 -1.7609
N 0.8735 2.1657 0.7829
N -0.8509 0.6919 1.6797
C 5.1964 1.4721 -1.0688
H -1.3024 -3.9590 -2.6848
C 1.2433 -4.0240 -0.5480
C 2.3618 2.0822 2.6690
H 4.6118 2.3893 -1.0335
C 0.3763 -2.1778 -1.7593
C -1.6899 -2.3968 -0.6087
H -0.6998 -5.3206 0.5936
C 0.3401 -2.1693 0.6197
C -3.3767 0.6686 -1.0944
N 0.4977 -3.6059 0.6316
H -2.2022 3.2760 0.2555
H -0.7148 3.8268 -0.1048
C -4.3117 -0.3235 1.2585
H -2.8911 -1.1688 3.6307
N -0.3867 -1.6855 -0.5814
H 1.3615 -1.7050 -1.7605
C 1.6785 3.0700 0.2240
H -2.9978 1.0730 -2.0213
C -5.1794 -0.2427 0.1864
H 0.5288 1.1067 -2.2700
C -4.6873 0.2417 -1.0237
H 1.3294 -1.6979 0.6386
C 3.1803 3.0278 2.0853
H 1.0320 0.2765 4.4582
H 5.4906 -1.1438 -1.8019
C -0.9244 2.0474 -3.3496
C 0.1935 0.7955 2.5231
H 0.0649 3.7787 -2.5156
N 1.9045 0.4901 -0.9253
N -1.4473 3.1917 -0.4255
H 2.2382 -3.5705 -0.5254
H 3.4340 4.2834 0.3529
C -2.0217 -0.6043 3.3308
H -2.2358 -2.0931 -1.5093
H -0.7423 0.1558 -2.6173
H -0.1565 -1.9040 -2.6766
C 1.2066 1.6830 1.9935
H -6.2103 -0.5482 0.2787
H -0.2658 1.9836 -4.2264
H 2.5917 1.6776 3.6419
H 5.6792 1.3985 -2.0473
N 4.3430 0.3211 -0.8422
V -0.6072 1.1281 -0.1838
C -0.7699 -4.2467 -1.7745
H 4.0608 3.3824 2.5997
H 4.2397 -1.7611 -0.7007
H -1.3913 -3.9361 1.4770
C -0.9372 3.4877 -2.8412
C -1.9394 3.7114 -1.7097
C -0.9007 -1.3440 5.6102
H -1.2036 4.1354 -3.6775
C -2.9916 0.1020 1.0919
C 2.8287 3.5330 0.8350
C 0.1998 0.1895 3.7777
H -4.6439 -0.7095 2.2096
H -5.3151 0.2968 -1.8992
C -1.9536 0.0476 2.0997
H -0.2168 -1.8814 1.5164
O 0.0587 -0.9942 6.2449
C 4.9829 -0.9803 -0.8488
N -1.5391 -3.8323 -0.6075
H 5.7172 -1.0278 -0.0441
H 1.4034 3.4374 -0.7585
C 3.0618 0.4146 -0.8952
H 1.3489 -5.1101 -0.5422
*
```

Results
E_LUMO (alpha / beta) (eV): -7.54 / -7.54
Orbital gap (alpha / beta) (eV): 4.687 / 4.686


5.
Here is a single C24H32N4O4 molecule from the OMol25 dataset. Energies are from the ωB97M-V functional and the def2-TZVPD basis.

```
! RIJCOSX wB97M-V def2-TZVPD def2/J DEFGRID3
* xyz 0 1
C 3.6949 -1.5994 -2.3310
H 1.7333 -3.3461 -4.3450
C 3.4083 -4.5350 -5.7127
H -5.2041 1.5648 1.7143
C -4.0697 3.2560 1.4143
C -0.1834 -0.4721 -1.0488
O -2.8162 0.0732 4.0677
C 4.2071 -4.7338 -6.7652
C 1.1500 -0.8458 -1.4749
C -2.6914 1.8262 -0.1319
H -1.1345 4.9053 5.4751
H -2.4097 3.2464 3.6691
H -2.6795 3.3066 6.1686
H -6.0823 3.0584 1.6629
C 1.3035 -1.7488 -2.5241
C -2.8578 1.1430 3.4937
C -0.9674 2.0525 5.7569
C 3.5394 -0.7027 -1.2898
C -2.8192 2.3751 1.2956
H 1.9914 -5.6495 -4.5337
H -2.0607 -0.7309 1.9284
H 2.1764 -6.2128 -6.1947
O -2.3639 -0.4263 -1.0275
O -4.0226 4.4594 1.3244
H 2.1871 0.3799 -0.0399
H -3.6294 -0.5098 1.1360
H -4.0112 2.7699 4.2122
H 6.3011 -4.7573 -7.0444
O 4.8759 -3.2175 -4.3668
C -2.6721 -0.0249 1.3630
H 4.4170 -0.2964 -0.8098
H -3.0107 1.5716 6.1463
N -5.2127 2.5599 1.5748
H -1.9489 3.0002 1.5373
C -0.0312 3.0744 5.1095
N -2.8601 1.1907 2.1334
H 5.6897 -3.2330 -6.4027
H 0.9951 2.7263 5.2516
H -0.2079 3.1170 4.0325
H -0.0853 0.1294 1.0292
H -0.7145 1.9727 6.8168
C 2.5679 -2.1312 -2.9584
N 2.6359 -3.0464 -4.0063
C -2.4596 2.3725 5.6504
C -0.1630 4.4732 5.7011
C 2.1354 -5.3279 -5.5640
H -0.0427 4.4401 6.7817
H -3.6754 1.6686 -0.5770
H -0.0918 1.4780 -0.1234
H 4.6764 -1.8914 -2.6631
C 3.7404 -3.5467 -4.6473
C -2.9578 2.4755 4.2084
H -2.1229 2.4889 -0.7810
H 5.4396 -3.6597 -8.1140
C 5.4803 -4.0417 -7.0939
H 0.4137 -2.1449 -2.9899
H -0.7918 1.0749 5.3042
C -2.0278 0.4562 0.0589
C 2.2839 -0.3205 -0.8548
H 0.6012 5.1302 5.2914
N -1.2381 -0.9246 -1.6054
H 1.2646 -4.7475 -5.8756
C -0.4929 0.4841 0.0818
H 3.9008 -5.4767 -7.4947
*
```

Results
E_LUMO (eV): 0.48
Orbital gap (eV): 9.077
Relative energy (zero: lowest compared OMol25 entry of this formula, charge and spin) (kJ/mol): 296.4


6.
Here is a 2-piece molecular cluster, C26H28BN2O8 overall from the OMol25 dataset. Energies are from the ωB97M-V functional and the def2-TZVPD basis.

```
! RIJCOSX wB97M-V def2-TZVPD def2/J DEFGRID3
* xyz -1 1
C -2.9379 2.0807 11.1521
C -5.4852 2.9075 0.9691
C -7.4887 2.3362 2.2043
C -4.1125 3.5069 0.9667
H -0.2341 -0.5068 3.5070
H -0.1336 -3.4552 4.3526
H -3.3100 -8.7590 -1.5977
C -1.6635 -5.7468 0.9739
H 0.0801 -6.9458 1.5652
C -3.5920 -7.7503 -1.2840
H -3.5355 -2.3731 3.1207
C -2.0995 3.1335 2.1252
H -1.1878 -1.2094 4.8338
C -0.7233 1.5001 7.5087
H -8.9504 1.1391 1.1512
H -7.5947 1.0309 -0.9538
C -1.9610 0.6036 9.4978
C -2.6669 -3.0195 3.3454
C -1.1829 -1.0050 3.7524
H -2.7355 4.2028 10.7447
H -2.9550 -0.0867 11.2804
C -2.5328 3.1885 10.3932
O -0.3235 -4.4333 2.5473
O -2.7714 -4.2175 2.6180
H -3.6741 -7.1180 -2.1752
O -1.5030 -3.2526 0.7440
H -1.5097 3.8535 8.5889
O -2.7336 -5.9859 0.1445
H -3.5833 3.3336 0.0218
H -1.7073 -0.3907 9.1234
O 0.3734 1.7955 5.1338
H -5.3728 2.2053 -1.0568
O -3.3964 2.8311 2.0665
H -2.6592 -3.2406 4.4293
C -1.8424 3.0040 9.1908
N -1.2662 2.3169 3.0128
C -1.3450 -2.2726 2.9735
O -1.4887 3.9545 1.4722
C -7.9814 1.6379 1.0936
C -0.1627 -3.2398 3.2693
H -3.4569 2.2280 12.1010
H -8.0537 2.3830 3.1377
C -0.8354 -6.8620 0.9885
H -5.8533 3.5209 2.9979
H 0.7838 -2.7481 2.9806
C -5.9856 2.2257 -0.1514
C -1.4246 -7.8272 0.1246
C -0.8354 1.7587 5.1997
O -1.5701 1.6637 6.3208
H -1.0490 -8.8180 -0.1034
B -1.5765 -4.3419 1.7458
N -1.7345 1.7308 4.0076
C -7.2254 1.5823 -0.0847
H -0.3146 0.4789 7.4967
H -4.1176 4.5916 1.1617
C -6.2488 2.9757 2.1376
H 0.1121 2.2128 7.4441
C -1.5348 1.7112 8.7511
H -4.5776 -7.7969 -0.8069
H -2.2089 -1.3662 1.1621
C -2.5802 -7.2506 -0.3681
C -2.6552 0.7859 10.6957
C -1.3661 -2.0307 1.4291
H -2.0080 -0.3222 3.5264
H -0.4201 -1.5422 1.1283
*
```

Results
E_LUMO (eV): 0.73
Orbital gap (eV): 4.689
Relative energy (zero: lowest compared OMol25 entry of this formula, charge and spin) (kJ/mol): 48.3


7.
Here is a 2-piece molecular cluster, C6H7N overall from the OMol25 dataset. Energies are from the ωB97M-V functional and the def2-TZVPD basis.

```
! RIJCOSX wB97M-V def2-TZVPD def2/J DEFGRID3
* xyz 0 1
H -2.0003 1.0919 -0.1342
H -0.1037 0.2000 1.0646
C -1.5253 0.2740 -0.6281
N 2.6851 -1.1856 0.8476
C -0.7376 -0.4581 0.4310
C 2.4164 -0.1786 0.3592
C -0.9580 -1.6929 0.7647
H -0.5911 -2.2960 1.6833
C 1.9146 2.1385 -0.7245
C 2.1806 1.0529 -0.2309
H -1.6870 -2.2765 0.2257
H -0.9454 0.7969 -1.4774
H -2.3359 -0.4051 -0.8908
H 1.6876 2.9386 -1.2902
*
```

Results
E_LUMO (eV): 0.38
Orbital gap (eV): 10.137
Relative energy (zero: lowest compared OMol25 entry of this formula, charge and spin) (kJ/mol): 390.7


8.
Here is a 2-piece molecular cluster, C4H10Cl2O2SSi overall from the OMol25 dataset. Energies are from the ωB97M-V functional and the def2-TZVPD basis.

```
! RIJCOSX wB97M-V def2-TZVPD def2/J DEFGRID3
* xyz 0 1
C 1.1372 1.0072 2.1810
C 1.4782 -0.9399 -0.2573
Cl -1.5355 -0.5923 1.2308
H 2.0050 0.4823 2.6475
H 0.0076 3.0375 0.0871
H -3.1528 -2.0860 0.5454
H -3.4384 -0.4381 -0.2201
C -2.6874 -1.2185 0.0794
Cl 2.3185 -0.1182 -2.9647
C -0.1946 2.0755 -0.2805
H 1.0787 2.0216 2.6291
O -0.2005 -1.1583 -2.2347
H -1.2314 1.8828 -0.1339
S 1.1888 -1.4443 -1.8689
H -0.1344 1.9177 -1.3435
H 0.3389 0.3540 2.5204
H 2.4920 -1.2471 0.0241
Si 0.9663 0.7267 0.3017
H -2.1593 -1.5633 -0.8346
O 1.7231 -2.6993 -2.1082
*
```

Results
E_LUMO (eV): -0.69
Orbital gap (eV): 8.202
Relative energy (zero: lowest compared OMol25 entry of this formula, charge and spin) (kJ/mol): 327.3


9.
Here is a 2-piece molecular cluster, C11H15N overall from the OMol25 dataset. Energies are from the ωB97M-V functional and the def2-TZVPD basis.

```
! RIJCOSX wB97M-V def2-TZVPD def2/J DEFGRID3
* xyz 0 1
H 1.5674 -0.2188 0.8370
C 0.9218 -0.8774 -2.9894
H -0.9266 3.4540 1.2179
H -0.7147 -0.6172 1.9191
C -1.9246 -1.8531 -1.0631
H -1.5759 -1.9264 -3.2294
C -0.0653 -1.1865 -2.0624
N -1.2978 -1.7413 -2.2762
C -1.1778 -1.4487 1.3771
H -1.3664 1.7768 1.3413
C -0.9472 2.5947 1.9607
C 0.0730 -0.8887 -0.7134
H -2.9557 -2.1244 -1.0242
H -1.6872 2.7809 2.7668
H 2.9364 -0.0374 -3.1021
H -0.6169 -2.3467 1.6598
H 1.0550 3.3223 2.3787
C 2.1579 -0.5185 -2.5183
C 0.5002 2.4085 2.4422
H -2.1487 -1.4769 1.8687
H 0.5307 2.0245 3.4672
H 3.2639 0.0747 -0.6583
H 0.8704 -0.9173 -4.0807
C -1.1487 -1.2533 -0.0679
C 1.2865 -0.3604 -0.2155
H 1.0413 1.6348 1.8772
C 2.3488 -0.2783 -1.1128
*
```

Results
E_LUMO (eV): 0.93
Orbital gap (eV): 8.749
Relative energy (zero: lowest compared OMol25 entry of this formula, charge and spin) (kJ/mol): 101.3


10.
Here is a 2-piece molecular cluster, C11H11N3O overall from the OMol25 dataset. Energies are from the ωB97M-V functional and the def2-TZVPD basis.

```
! RIJCOSX wB97M-V def2-TZVPD def2/J DEFGRID3
* xyz 0 1
C -1.6117 0.5784 1.2194
C -2.0640 -0.3482 0.2069
C 1.4498 0.5841 -0.4632
C 1.9024 -0.7415 -0.6739
N -1.3003 1.4142 1.9255
H 0.0730 1.9494 -1.1048
C 2.3511 1.3448 0.2449
C -4.3517 0.0544 0.2616
H -4.5673 -1.0086 0.5498
H -5.1218 0.5768 -0.2998
C -0.6777 0.2637 -1.6246
H -1.4949 0.7285 -1.9706
O -3.1780 0.0988 -0.4918
C 3.4889 0.8146 0.9265
C -1.6847 -1.7045 0.3518
C 3.7884 -0.5213 0.8565
H 3.9465 1.4797 1.6533
H -4.1942 0.4240 1.3058
H -0.4030 -0.7269 -1.9391
C 3.0238 -1.2774 -0.0626
H 1.2562 -1.3193 -1.4286
N -1.1753 -2.7607 0.4316
H 4.7519 -0.8956 1.1370
N 0.3346 1.0114 -1.1622
H 2.2118 2.4090 0.4451
H 3.2462 -2.4279 -0.2947
*
```

Results
E_LUMO (alpha / beta) (eV): -0.69 / -0.69
Orbital gap (alpha / beta) (eV): 7.296 / 7.295
Relative energy (zero: lowest compared OMol25 entry of this formula, charge and spin) (kJ/mol): 369.0


What did the first record say?
Here is a single C4H6N2O2 molecule from the OMol25 dataset. Energies are from the ωB97M-V functional and the def2-TZVPD basis.

```
! RIJCOSX wB97M-V def2-TZVPD def2/J DEFGRID3
* xyz 0 1
N 0.0181 0.3927 -2.2062
C -0.5764 -1.9090 -0.0591
H -0.8642 -2.6432 -0.9122
O 0.1284 1.5798 1.1474
H -0.9672 -2.5110 0.9479
H 1.0029 -0.3094 2.0139
C 0.0148 0.6738 -0.9436
H -0.3545 2.8751 -0.5684
N -0.4403 1.7521 -0.1325
C 0.0014 0.1738 1.5579
O 0.8414 -1.7730 0.1106
H -0.7851 -0.3733 2.3481
C 0.0491 -0.5854 0.2071
H 0.2313 -0.6261 -2.0959
*
```

Results
E_LUMO (eV): 0.72
Orbital gap (eV): 10.007
Relative energy (zero: lowest compared OMol25 entry of this formula, charge and spin) (kJ/mol): 711.8